1.
ORCA calculation (wB97M-V/def2-TZVPD) on a structure of composition C48H91CdF9O27 in a non-equilibrium geometry.

The geometry in XYZ format:
```
176
Properties=species:S:1:pos:R:3:lowdin_charge:R:1
Cd -3.31972 1.07795 -1.51082 1.50
C -3.67067 -0.09215 0.98412 -0.46
O -3.36226 -0.65983 -0.25341 -0.21
O -4.05450 1.16417 0.60933 -0.23
C -4.64316 -0.95318 1.86756 -0.51
F -5.06279 -0.35333 2.99822 0.15
F -5.74996 -1.31991 1.14262 0.11
F -4.01016 -2.05616 2.26145 0.14
C -2.50267 -1.82747 -0.30300 -0.21
C -3.29293 -3.03548 -0.84909 -0.05
H -3.88001 -2.66973 -1.69151 0.08
H -2.61545 -3.81792 -1.19101 0.06
H -3.88853 -3.53820 -0.08710 0.07
H -1.93750 -2.10266 0.58747 0.10
H -1.62542 -1.76270 -0.94668 0.09
H -2.70405 -0.04087 1.48525 0.13
C -0.00798 1.44579 -0.82593 -0.37
O 0.11338 0.05914 -1.20131 -0.11
O -1.33907 1.67565 -1.14282 -0.32
C 0.42301 1.71152 0.68990 -0.46
F -0.25560 1.02540 1.58878 0.14
F 1.72708 1.29427 0.92736 0.08
F 0.37679 3.03515 1.08783 0.10
C 1.44828 -0.37900 -1.46988 -0.24
C 1.46159 -1.71108 -2.28740 -0.03
H 2.44575 -1.99868 -2.65731 0.05
H 1.06111 -2.50458 -1.65647 0.06
H 0.80601 -1.75915 -3.15688 0.05
H 1.98128 -0.49990 -0.52680 0.10
H 2.03563 0.36582 -2.00687 0.09
H 0.63622 2.00637 -1.50331 0.14
C 1.32593 -3.78531 -8.19805 -0.10
O 1.00591 -3.98765 -6.83532 -0.20
C 2.09219 -4.30876 -6.00441 -0.18
C 2.80494 -3.07441 -5.41252 -0.17
O 3.59219 -2.40072 -6.41695 -0.16
C 4.44482 -1.32163 -5.91508 -0.11
C 3.69297 -0.18600 -5.10227 -0.20
O 2.60377 0.35702 -5.81601 -0.15
C 1.83725 1.20404 -4.98619 -0.10
H 1.66215 -2.75610 -8.32360 0.08
H 0.42157 -3.94868 -8.78418 0.09
H 2.14546 -4.38358 -8.59625 0.09
H 2.86378 -4.90274 -6.49424 0.13
H 1.69464 -4.96375 -5.22914 0.11
H 3.43669 -3.39942 -4.58586 0.12
H 2.17961 -2.32725 -4.92382 0.09
H 4.99783 -0.85513 -6.73034 0.12
H 5.10500 -1.85719 -5.23284 0.11
H 4.47108 0.51036 -4.78965 0.13
H 3.37942 -0.61442 -4.15030 0.08
H 1.47838 0.58831 -4.16145 0.06
H 0.94248 1.65489 -5.41540 0.09
H 2.38013 1.99260 -4.46509 0.09
C -2.37742 4.36825 1.41358 -0.11
O -3.61009 4.48847 0.72401 -0.15
C -3.94348 5.85227 0.48971 -0.21
C -5.42662 6.03965 0.57788 -0.17
O -6.14489 4.84509 0.16278 -0.13
C -7.54865 4.93420 0.22015 -0.19
C -7.98899 3.54010 -0.29047 -0.17
O -7.17047 2.45758 0.19708 -0.16
C -7.80650 1.23671 0.17778 -0.15
H -1.50448 4.87345 1.00024 0.08
H -2.12742 3.30738 1.40201 0.07
H -2.45464 4.71002 2.44573 0.06
H -3.59591 6.19061 -0.48642 0.12
H -3.51736 6.54691 1.21358 0.12
H -5.65865 6.84153 -0.12301 0.12
H -5.67219 6.33541 1.59784 0.12
H -7.95154 5.72917 -0.40738 0.12
H -7.97065 5.13785 1.20429 0.12
H -8.04197 3.51512 -1.37889 0.12
H -9.01842 3.42196 0.04779 0.11
H -7.28188 0.29334 0.32920 0.07
H -8.40182 0.94865 -0.68866 0.08
H -8.57365 1.32136 0.94746 0.09
C -0.67233 6.05082 4.15423 -0.12
O 0.67585 5.87363 4.04426 -0.24
C 1.52250 6.91241 4.48430 -0.16
C 3.01941 6.48647 4.26092 -0.17
O 3.49387 6.36954 2.91690 -0.11
C 2.75632 5.32384 2.23693 -0.15
C 3.28340 4.91025 0.80957 -0.18
O 3.16753 5.83567 -0.26191 -0.19
C 1.79038 5.87664 -0.77332 -0.07
H -1.26716 5.15684 3.96700 0.07
H -0.92839 6.83302 3.43960 0.10
H -0.85119 6.40203 5.17048 0.09
H 1.41692 7.04268 5.56133 0.12
H 1.26836 7.87950 4.05041 0.13
H 3.32429 5.67879 4.92634 0.10
H 3.69584 7.24937 4.64630 0.12
H 1.74593 5.69528 2.06593 0.10
H 2.76087 4.37959 2.78142 0.11
H 2.88195 3.99943 0.36534 0.11
H 4.36237 4.76197 0.85368 0.12
H 1.55896 4.96405 -1.32263 0.08
H 1.65226 6.81655 -1.30772 0.09
H 1.05896 5.88548 0.03479 0.06
C -1.14404 1.75420 4.51764 -0.11
O 0.14777 1.59683 5.05969 -0.16
C 0.74472 2.86119 5.42362 -0.19
C 1.97048 2.75667 6.34629 -0.15
O 2.97867 1.80580 5.95873 -0.11
C 3.54094 2.06648 4.67998 -0.22
C 4.67329 1.12425 4.34825 -0.16
O 4.23258 -0.25872 4.40904 -0.17
C 3.57086 -0.71472 3.23063 -0.10
H -1.73686 2.48922 5.06209 0.08
H -1.67231 0.80683 4.62505 0.08
H -1.23003 2.05486 3.47346 0.07
H 0.03634 3.47755 5.97716 0.12
H 1.00211 3.37193 4.49572 0.10
H 1.58342 2.46803 7.32352 0.13
H 2.51841 3.69703 6.40631 0.12
H 3.90278 3.08965 4.57850 0.12
H 2.81192 2.01490 3.87129 0.11
H 5.35089 1.31875 5.17960 0.12
H 5.20276 1.32043 3.41590 0.13
H 3.47377 -1.77113 2.98029 0.07
H 4.03564 -0.39382 2.29838 0.08
H 2.55275 -0.34935 3.36501 0.07
C 0.39276 -2.11976 2.29635 -0.03
C -0.86304 -1.96141 3.21089 -0.14
O -1.57621 -3.19671 2.91510 -0.04
C -1.63585 -4.19129 3.83010 -0.33
O -1.18240 -4.15449 4.96725 0.14
C -2.46820 -5.42303 3.33414 -0.52
F -3.01037 -5.06556 2.19722 0.18
F -1.64328 -6.43763 3.07907 0.16
F -3.37267 -5.80798 4.30115 0.15
H 1.01043 -2.82667 2.85030 0.08
H 1.03505 -1.24464 2.19765 0.05
H 0.20989 -2.63521 1.35350 0.06
H -1.46095 -1.05403 3.12568 0.10
H -0.58854 -1.99164 4.26533 0.12
C -2.00906 -4.33188 -5.03247 0.01
C -1.24228 -2.99879 -4.72290 -0.31
C -1.41647 -2.01872 -5.89497 -0.06
O -1.77116 -0.79616 -5.22871 0.08
C -2.16411 -1.04658 -3.95555 -0.44
O -2.63474 -0.29578 -3.12437 0.03
O -1.82115 -2.35410 -3.62843 0.06
H -2.02757 -4.84307 -4.06995 0.07
H -1.57113 -4.98816 -5.78454 0.09
H -2.99302 -3.98995 -5.35343 0.08
H -0.19091 -3.17983 -4.49941 0.13
H -2.14399 -2.17538 -6.69138 0.14
H -0.52834 -1.83100 -6.49837 0.13
C 4.18773 -4.06569 0.20897 0.00
C 5.25714 -2.95387 -0.01779 -0.30
C 5.92188 -3.18548 -1.37218 -0.09
O 5.79199 -1.91610 -2.01188 0.07
C 5.00519 -1.09318 -1.27426 -0.58
O 4.67385 0.05437 -1.50551 0.14
O 4.67760 -1.68143 -0.17028 0.10
H 3.35414 -3.99970 -0.49022 0.08
H 3.68956 -3.85553 1.15541 0.07
H 4.60580 -5.07233 0.20990 0.09
H 6.05355 -2.92583 0.72589 0.16
H 5.42865 -3.99602 -1.90868 0.13
H 6.93032 -3.44483 -1.04984 0.14
C 0.15697 -8.02376 0.91918 0.00
C -0.68062 -7.00556 0.07668 -0.30
C -0.19986 -5.57952 0.19468 -0.13
O 0.04206 -5.17785 -1.11025 0.06
C 0.08991 -6.21146 -1.94871 -0.51
O 0.39563 -6.13596 -3.12926 0.12
O -0.42293 -7.29943 -1.29086 0.07
H 1.19776 -7.99714 0.59645 0.09
H -0.21848 -9.04079 0.80614 0.09
H 0.04846 -7.70939 1.95720 0.07
H -1.75876 -7.09898 0.20701 0.15
H 0.73475 -5.58115 0.75558 0.14
H -0.92377 -4.96300 0.72755 0.12
```

***

2.
15
Properties=species:S:1:pos:R:3:nbo_charge:R:1 method="wB97M-V/def2-TZVPD" de_lowest_kj_mol=526.6
C -2.16211 -0.30816 0.13906 -0.63
C -0.84410 -0.14262 -0.55836 -0.06
N -0.06317 1.09210 -0.33556 -0.41
C 0.47010 0.79513 0.99878 -0.25
C 0.49316 -0.27300 0.00702 0.16
N 1.61574 -0.54406 -0.85164 -0.34
O 2.81209 -0.37474 -0.10320 -0.59
H -2.87298 0.36748 -0.34788 0.22
H -2.09636 -0.03261 1.19428 0.21
H -2.53424 -1.33188 0.05730 0.22
H -0.85851 -0.41958 -1.61882 0.21
H -0.20953 0.77182 1.84616 0.19
H 1.44766 1.23647 1.19309 0.23
H 1.50160 0.35295 -1.34921 0.36
H 3.30066 -1.18930 -0.27102 0.47

***

| no. | gap between HOMO and LUMO (eV) |
| --- | --- |
| 1 | 8.01 |
| 2 | 10.04 |